No. 1
C25H30As2FeN4O3 | ωB97M-V with the def2-TZVPD basis set

```
65
Properties=species:S:1:pos:R:3:lowdin_charge:R:1
Fe -0.48442 0.61151 -0.09272 0.086
O 0.17611 4.54597 0.01290 0.071
C 0.62222 3.43482 0.23807 -0.425
N -0.07808 2.40159 0.80960 0.073
C -0.90234 2.67679 1.84279 -0.453
O -1.01550 3.70176 2.49732 0.067
C -1.66685 1.44842 2.29910 -0.186
C -2.70780 1.57128 3.20704 0.011
C -3.32534 0.42331 3.66544 -0.048
C -2.84864 -0.80927 3.23845 -0.050
C -1.80754 -0.83813 2.32908 -0.136
N -1.24652 0.26848 1.83625 0.038
C 2.07568 3.18026 -0.14934 -0.177
C 2.79463 4.29313 -0.58450 -0.002
C 4.13743 4.15637 -0.88199 -0.063
C 4.72362 2.91113 -0.73341 -0.065
C 3.92721 1.86485 -0.29502 -0.153
N 2.63378 1.97810 -0.00588 0.121
H -2.98353 2.56346 3.53403 0.122
H -4.15283 0.48107 4.36074 0.109
H -3.27333 -1.73570 3.59929 0.104
H -1.40206 -1.78219 1.98237 0.086
H 2.27711 5.23673 -0.67088 0.115
H 4.71873 5.00724 -1.21385 0.106
H 5.77316 2.74938 -0.93880 0.101
H 4.36480 0.88205 -0.15678 0.089
C -3.35908 -2.26097 -1.32838 -0.274
As -1.56050 -1.61629 -0.91393 1.178
C -0.84115 -1.73582 -2.73455 -0.269
C -0.68394 -3.18541 -0.14328 -0.416
C -1.25797 -4.44821 -0.04538 -0.104
C -0.55949 -5.49300 0.54275 -0.084
C 0.72245 -5.28418 1.03108 -0.082
C 1.29640 -4.02296 0.95069 -0.106
C 0.59469 -2.96178 0.38921 -0.406
As 1.35370 -1.14848 0.27823 1.173
C 2.95260 -1.60192 -0.76948 -0.270
C 2.12805 -0.94372 2.05744 -0.275
H -3.30277 -3.12314 -1.99145 0.026
H -3.89808 -1.45731 -1.82769 0.023
H -3.89715 -2.52513 -0.41912 0.028
H -0.95217 -2.74217 -3.13778 0.030
H 0.20801 -1.44475 -2.72148 0.011
H -1.37967 -1.02439 -3.36135 0.030
H -2.25343 -4.62824 -0.43402 0.091
H -1.01451 -6.47266 0.61563 0.103
H 1.27214 -6.10147 1.48021 0.103
H 2.29508 -3.86993 1.34395 0.095
H 3.71249 -2.05434 -0.13171 0.028
H 3.35230 -0.70952 -1.24257 -0.002
H 2.67088 -2.31339 -1.54478 0.025
H 2.71260 -1.81181 2.36193 0.018
H 1.32034 -0.76806 2.76545 0.017
H 2.75975 -0.05658 2.03219 0.016
N -0.30736 2.59940 -3.60074 0.194
C -0.59007 2.07717 -2.39631 -0.488
O 0.13662 1.18274 -1.92680 -0.068
C -1.78249 2.57390 -1.63377 -0.172
C -2.22048 1.43658 -0.71028 -0.230
H 0.55917 2.34577 -4.04506 0.116
H -0.81905 3.39412 -3.93790 0.110
H -2.54273 2.95518 -2.32647 0.112
H -1.43449 3.43476 -1.05677 0.100
H -2.86645 0.76313 -1.29336 0.020
H -2.85390 1.82045 0.09633 0.055
```

The calculation puts the HOMO energy (alpha / beta) at -7.04 / -7.04 eV. As for the lowest unoccupied orbital energy (alpha / beta): 0.566 / 0.566 eV. The orbital gap (alpha / beta) is 7.61 / 7.61 eV.

=====

No. 2
C25H30B2Cl3O3S | ωB97M-V with the def2-TZVPD basis set

```
64
Properties=species:S:1:pos:R:3:lowdin_charge:R:1
Cl 0.84939 2.71484 4.00095 0.471
B -0.29231 1.23461 3.80623 -1.854
Cl 0.11351 -0.12868 5.00927 0.522
Cl -2.03079 1.85198 4.28852 0.453
O -0.31053 0.81559 2.44809 -0.144
C 0.32781 -0.15206 1.76727 -0.173
C 1.66388 -0.54333 2.33466 -0.202
C 1.84628 -1.91960 2.51235 -0.066
C 2.87053 -2.41793 3.30822 -0.095
C 3.77607 -1.54202 3.90936 -0.105
C 3.66143 -0.17009 3.67075 -0.087
C 2.63115 0.32387 2.87196 -0.079
H -0.30482 -1.07741 1.64443 0.140
H 1.13048 -2.59526 2.06243 0.107
H 2.93896 -3.49250 3.46662 0.093
H 4.55859 -1.91699 4.56788 0.091
H 4.37114 0.52502 4.12078 0.101
H 2.54270 1.39628 2.71692 0.064
C 4.82715 -1.73682 -0.88342 -0.048
C 3.41787 -1.23963 -0.88995 -0.239
C 2.34624 -2.15299 -0.85206 -0.026
C 1.05344 -1.72769 -0.72903 -0.001
C 0.70372 -0.31352 -0.92365 -0.285
B -0.63632 0.16195 0.07682 -0.710
C 0.22507 -0.23040 -2.34137 -0.434
C -0.61816 -1.14297 -2.96132 -0.105
C -1.16631 -0.63052 -4.17678 -0.127
C -0.66447 0.62272 -4.50281 -0.613
C -1.00976 1.45221 -5.66809 -0.127
S 0.48783 1.17475 -3.33407 1.107
O -1.73404 -0.72638 0.06984 0.079
C -2.94895 0.06103 0.20209 -0.406
C -3.93394 -0.55150 -0.80628 -0.024
C -3.49489 -0.09184 1.61905 -0.017
C -2.44787 1.57496 -0.11139 -0.427
C -2.83781 2.06556 -1.49920 -0.021
C -2.83828 2.64469 0.89488 -0.018
O -1.01011 1.49100 -0.09261 0.110
C 1.85871 0.60685 -0.76382 -0.013
C 3.12716 0.13284 -0.83031 -0.032
H 5.53363 -0.90399 -0.92456 0.075
H 5.03699 -2.29933 0.03544 0.088
H 5.02141 -2.41092 -1.72369 0.082
H 2.57589 -3.22578 -0.86699 0.124
H 0.23093 -2.43057 -0.59130 0.135
H -0.83699 -2.12533 -2.55056 0.115
H -1.90795 -1.14225 -4.77953 0.104
H -1.53428 0.83002 -6.39095 0.076
H -1.66679 2.26972 -5.34978 0.077
H -0.10673 1.89306 -6.10432 0.072
H -4.90689 -0.03519 -0.85688 0.087
H -3.50304 -0.60629 -1.81771 0.075
H -4.13695 -1.58686 -0.50067 0.085
H -4.50397 0.34486 1.70530 0.094
H -3.56698 -1.16171 1.85081 0.093
H -2.84768 0.36464 2.39029 0.035
H -3.92451 2.21179 -1.56248 0.089
H -2.33713 3.02752 -1.65946 0.090
H -2.48856 1.37331 -2.27640 0.073
H -3.93315 2.71632 0.94809 0.093
H -2.41820 2.44990 1.89408 0.027
H -2.44175 3.60742 0.54714 0.092
H 1.63574 1.66479 -0.62561 0.140
H 3.97719 0.82426 -0.79346 0.121
```

The calculation puts the HOMO energy at -3.41 eV. As for the lowest unoccupied orbital energy: 0.954 eV. The orbital gap is 4.36 eV. Its net charge is -1.

=====

Record-wise calculated total energy values, in Eh: -7150.6596, -3025.0186